Below is a 7-piece molecular cluster, C53H116N9O overall, with properties calculated with wB97M-V/def2-TZVPD.

Each line ends with the Löwdin charge.
Cartesian coordinates (Å):
1 C -3.61722 10.79307 4.11227  -0.06
2 C -3.48207 10.14485 2.78110  -0.19
3 N -2.10586 9.83815 2.38907  -0.04
4 C -1.15362 9.16476 3.15206  0.01
5 C 0.09662 9.33260 2.54475  0.01
6 N -0.11370 9.97639 1.33422  -0.09
7 C -1.43357 10.30863 1.25615  0.04
8 C 0.90053 10.20042 0.28854  0.03
9 H -3.33579 11.84582 4.13670  0.10
10 H -3.15071 10.11885 4.83053  0.08
11 H -4.63742 10.95989 4.45790  0.10
12 H -3.90706 10.79779 2.01878  0.13
13 H -4.06609 9.22452 2.78269  0.13
14 H -1.57526 8.59090 3.96404  0.13
15 H 1.01975 8.84716 2.82511  0.13
16 H -1.89563 10.70827 0.36554  0.17
17 H 1.06640 11.27261 0.39353  0.11
18 H 0.60335 9.87294 -0.70771  0.11
19 H 1.89921 9.81775 0.49905  0.10
20 C -1.59885 1.61598 1.91512  -0.05
21 C -2.28712 2.14865 0.61222  -0.18
22 N -3.34231 1.29878 0.17725  -0.07
23 C -3.36993 0.61761 -1.03939  0.02
24 C -4.49535 -0.22472 -1.03509  -0.01
25 N -5.22098 -0.04160 0.12294  -0.07
26 C -4.51859 0.94760 0.87766  0.09
27 C -6.48153 -0.73485 0.51838  0.03
28 H -0.79219 2.26519 2.25559  0.08
29 H -1.27530 0.59190 1.72890  0.08
30 H -2.27151 1.48313 2.76245  0.07
31 H -1.51921 2.26995 -0.15178  0.13
32 H -2.69276 3.14786 0.77077  0.13
33 H -2.58327 0.77535 -1.76237  0.13
34 H -4.85473 -0.90433 -1.79362  0.14
35 H -4.62662 1.13142 1.93641  0.16
36 H -7.16309 -0.06360 1.04087  0.11
37 H -6.33146 -1.55753 1.21752  0.11
38 H -6.94594 -1.07943 -0.40557  0.10
39 C -8.96332 4.87809 -1.14030  -0.10
40 C -8.19772 5.40288 -2.32905  -0.27
41 C -8.16560 4.46841 -3.52447  -0.20
42 C -9.45635 4.50265 -4.35850  -0.09
43 N -9.24478 3.80044 -5.72317  -0.22
44 C -10.60718 3.62035 -6.46633  -0.08
45 C -10.87389 2.12520 -6.68574  -0.14
46 C -9.51312 1.42647 -6.52840  -0.14
47 C -8.90310 2.27777 -5.41977  -0.10
48 C -8.23253 4.48458 -6.69414  0.06
49 H -9.27295 5.66816 -0.45617  0.09
50 H -8.23143 4.23668 -0.64936  0.07
51 H -9.84890 4.27002 -1.32499  0.08
52 H -7.17246 5.69197 -2.09803  0.11
53 H -8.68164 6.30927 -2.69288  0.11
54 H -7.94614 3.46221 -3.16743  0.11
55 H -7.34804 4.88376 -4.11369  0.11
56 H -9.63788 5.52078 -4.70282  0.14
57 H -10.36658 4.10661 -3.90824  0.14
58 H -10.57265 4.17797 -7.40226  0.13
59 H -11.43708 4.03441 -5.89369  0.13
60 H -11.19195 1.93629 -7.71104  0.13
61 H -11.60281 1.72118 -5.98320  0.13
62 H -9.03035 1.49762 -7.50306  0.12
63 H -9.54681 0.37658 -6.23737  0.13
64 H -7.82393 2.22889 -5.27450  0.12
65 H -9.38902 2.02075 -4.47853  0.13
66 H -7.26030 4.50668 -6.20182  0.09
67 H -8.71735 5.42769 -6.94629  0.11
68 H -8.20166 3.92869 -7.63123  0.11
69 C 4.89304 4.23964 8.07712  -0.14
70 C 4.52530 2.92140 8.56932  -0.25
71 C 5.84230 2.07945 8.79497  -0.16
72 C 6.47728 1.66601 7.42623  -0.09
73 N 7.82853 0.83062 7.61269  -0.21
74 C 8.98481 1.46787 8.37812  -0.07
75 C 10.18069 0.74911 7.77486  -0.20
76 C 9.93929 0.38812 6.40093  -0.17
77 C 8.42967 0.57943 6.18231  -0.07
78 C 7.46744 -0.52814 8.20239  0.02
79 H 5.75572 4.65656 8.59680  0.09
80 H 4.05508 4.92980 8.17513  0.09
81 H 5.21665 4.14333 7.04072  0.07
82 H 3.96110 2.37980 7.81007  0.11
83 H 3.99108 3.10231 9.50204  0.12
84 H 5.54093 1.11604 9.20621  0.10
85 H 6.58159 2.48839 9.48367  0.12
86 H 6.87697 2.55323 6.93512  0.11
87 H 5.71530 1.21408 6.79122  0.13
88 H 8.95462 1.42942 9.46702  0.15
89 H 9.07186 2.49957 8.03735  0.14
90 H 10.40974 -0.13261 8.37337  0.13
91 H 11.03826 1.41874 7.84031  0.14
92 H 10.17986 -0.66551 6.25919  0.13
93 H 10.49851 1.02198 5.71277  0.13
94 H 7.99089 -0.29915 5.70937  0.13
95 H 8.24255 1.42674 5.52264  0.13
96 H 8.27271 -1.24979 8.06503  0.11
97 H 6.56836 -0.87439 7.69264  0.10
98 H 7.15941 -0.45806 9.24561  0.11
99 C -0.28878 -10.57662 8.29987  -0.10
100 C -0.09195 -11.64290 7.22961  -0.25
101 C -0.72623 -11.50331 5.82311  -0.17
102 C -2.14575 -10.88154 5.74556  -0.07
103 N -2.79597 -10.87324 4.33895  -0.23
104 C -2.37132 -9.66915 3.51124  -0.12
105 C -3.21296 -8.50236 3.94911  -0.18
106 C -4.51623 -9.03705 4.41440  -0.14
107 C -4.27772 -10.51988 4.38320  -0.12
108 C -2.53946 -12.15755 3.52569  0.04
109 H -1.32136 -10.61959 8.64630  0.08
110 H 0.01190 -9.64332 7.82382  0.07
111 H 0.39187 -10.70140 9.14205  0.08
112 H -0.49412 -12.60721 7.54020  0.11
113 H 0.98537 -11.80235 7.18422  0.11
114 H -0.79160 -12.51163 5.41433  0.10
115 H -0.03999 -10.96819 5.16674  0.11
116 H -2.23774 -9.81767 5.96422  0.13
117 H -2.83198 -11.40949 6.40774  0.14
118 H -2.47890 -9.80522 2.43513  0.14
119 H -1.29500 -9.55437 3.63956  0.13
120 H -3.44690 -7.77390 3.17275  0.12
121 H -2.62987 -8.02121 4.73435  0.12
122 H -5.25824 -8.90838 3.62638  0.13
123 H -4.91985 -8.77014 5.39111  0.14
124 H -4.74803 -10.96387 3.50583  0.14
125 H -4.66624 -11.12510 5.20225  0.14
126 H -2.98497 -12.96704 4.10391  0.12
127 H -1.48001 -12.33777 3.34354  0.11
128 H -3.10285 -12.11916 2.59337  0.11
129 C 4.28090 3.64474 -5.98408  -0.11
130 C 5.07430 3.43575 -7.25648  -0.25
131 C 4.47419 2.41020 -8.23465  -0.17
132 C 5.40371 2.13427 -9.48419  -0.08
133 N 4.64580 1.47948 -10.68354  -0.23
134 C 3.45440 2.36925 -11.20399  -0.08
135 C 3.34815 2.23742 -12.71967  -0.13
136 C 4.51398 1.33075 -13.07976  -0.17
137 C 5.49672 1.41638 -11.97392  -0.11
138 C 4.22452 0.07285 -10.28604  0.04
139 H 4.45588 4.63856 -5.57201  0.07
140 H 4.55239 2.97712 -5.16635  0.07
141 H 3.19386 3.63964 -6.06406  0.07
142 H 6.10791 3.14022 -7.07645  0.11
143 H 5.22472 4.39392 -7.75385  0.12
144 H 3.64128 2.90113 -8.73799  0.09
145 H 4.04949 1.54261 -7.72967  0.11
146 H 6.29440 1.56041 -9.22834  0.14
147 H 5.79654 3.05549 -9.91443  0.13
148 H 2.49124 2.25936 -10.70567  0.13
149 H 3.85728 3.31913 -10.85255  0.12
150 H 2.40673 1.88959 -13.14492  0.13
151 H 3.52917 3.24556 -13.09248  0.13
152 H 4.21901 0.28812 -13.19818  0.12
153 H 4.91823 1.66572 -14.03500  0.14
154 H 6.22260 0.60429 -12.01549  0.14
155 H 6.11787 2.30591 -12.07882  0.14
156 H 3.60425 -0.26169 -11.11756  0.11
157 H 3.57240 0.12018 -9.41391  0.10
158 H 5.15964 -0.48486 -10.23477  0.12
159 C 4.73859 -6.24013 -1.01918  0.06
160 N 3.90381 -5.65651 0.18311  -0.32
161 C 2.41217 -5.33853 -0.23364  0.05
162 C 3.91242 -6.74326 1.26823  0.02
163 C 4.50521 -4.40923 0.75831  -0.09
164 C 5.29141 -3.48408 -0.31101  -0.23
165 O 4.45537 -3.11220 -1.34448  -0.05
166 H 4.58600 -5.52970 -1.83165  0.09
167 H 4.38251 -7.25567 -1.19239  0.12
168 H 5.80225 -6.06849 -0.85405  0.11
169 H 2.51290 -4.57472 -1.00472  0.09
170 H 1.82925 -5.01145 0.62735  0.11
171 H 2.06175 -6.24909 -0.71964  0.10
172 H 3.47935 -7.60124 0.75399  0.11
173 H 3.35418 -6.34139 2.11379  0.11
174 H 4.91824 -6.91645 1.65085  0.12
175 H 5.19875 -4.72039 1.53953  0.13
176 H 3.77551 -3.82408 1.31800  0.13
177 H 6.14820 -4.04211 -0.68867  0.11
178 H 5.86287 -2.66345 0.12272  0.13
179 H 4.88945 -3.34851 -2.16748  0.11

Properties
2S+1: 1
M, u: 895.57
Gap between HOMO and LUMO, eV: 8.835
Maximum force, Eh/bohr: 0.0977
Total charge: +7
Energy relative to the best compared isomer or geometry (same formula, charge and spin), kcal per mole: 0.0